# 1
ORCA calculation (wB97M-V/def2-TZVPD) on a structure of composition C17H20CoN4O6S2.

expectation value of S²	0.980
relative energy (zero: lowest compared OMol25 entry of this formula, charge and spin)	1.3	kJ/mol
lowest unoccupied orbital energy (spin up / spin down)	-0.799 / -0.744	eV
2S+1	2

Structure (XYZ):
```
50
Properties=species:S:1:pos:R:3:forces:R:3
Co -0.4010 -0.0976 -0.1211 0.64 -0.59 -1.37
O -1.4402 1.2467 -1.4229 0.39 -0.37 -0.03
S -1.3433 1.9257 -0.0949 -0.30 0.14 0.82
O -1.8643 3.2438 0.0223 0.02 0.11 -0.15
O 0.1331 1.7490 0.2427 0.01 0.13 0.39
O -1.9599 0.8979 0.8486 -0.44 0.50 -0.02
N -3.4611 -5.3361 -3.6183 -0.05 0.02 0.00
C -2.7465 -4.3028 -4.1292 -0.08 -0.08 -0.01
O -2.5935 -4.1223 -5.3176 0.08 0.01 0.04
C -2.1418 -3.3718 -3.1118 0.06 0.24 0.14
C -0.9973 -2.6658 -3.4554 -0.02 -0.13 -0.07
C -0.4236 -1.8135 -2.5330 0.22 0.01 0.13
N -0.9362 -1.6214 -1.3148 -0.62 0.08 0.23
C -2.0778 -2.2449 -1.0100 0.03 -0.12 0.08
C -2.6976 -3.1390 -1.8592 0.02 -0.07 -0.11
H -3.8736 -5.9907 -4.2600 0.00 0.00 -0.03
H -3.5169 -5.5201 -2.6341 0.04 -0.02 0.00
H -0.5656 -2.7913 -4.4382 0.01 0.01 0.00
H 0.4822 -1.2674 -2.7617 -0.03 0.03 -0.04
H -2.5163 -2.0167 -0.0485 0.03 0.06 0.03
H -3.6159 -3.6093 -1.5358 -0.02 0.01 -0.03
C -2.5603 1.3812 4.7807 -0.14 -0.11 -0.03
C -3.3149 0.0719 4.5439 0.15 0.01 -0.08
C -3.0149 -0.5223 3.1727 -0.24 0.03 0.25
N -1.5749 -0.7436 2.9844 -0.25 -0.14 -0.28
C -0.9816 -1.7331 2.3486 0.17 0.18 0.44
S 0.5149 -1.4690 1.5544 0.23 0.06 -0.18
N -1.4676 -3.0081 2.2993 0.00 -0.02 -0.24
C -2.5578 -3.6967 2.8741 -0.07 -0.10 0.01
O -3.0914 -4.5536 2.2107 -0.04 0.15 0.07
C -2.8870 -3.4392 4.2942 0.02 -0.11 0.29
C -1.8731 -3.2074 5.2198 -0.01 0.00 -0.15
C -2.1805 -3.1170 6.5681 0.01 0.06 0.08
C -3.4973 -3.2256 6.9894 0.01 -0.02 -0.02
C -4.5112 -3.4453 6.0648 -0.01 0.03 0.02
C -4.2060 -3.5714 4.7222 0.01 0.01 -0.10
H -2.9794 1.9124 5.6340 0.05 0.02 0.02
H -2.6331 2.0312 3.9060 0.03 0.04 0.03
H -1.5061 1.1956 4.9914 0.02 0.05 -0.03
H -4.3908 0.2506 4.5924 -0.01 -0.03 0.00
H -3.0615 -0.6521 5.3212 -0.09 -0.02 0.03
H -3.3175 0.1743 2.3882 0.07 -0.05 0.01
H -3.5547 -1.4524 3.0344 0.00 -0.03 -0.06
H -1.0781 0.1307 2.8550 0.06 0.02 -0.07
H -1.0330 -3.5475 1.5628 0.00 0.00 -0.04
H -0.8457 -3.1323 4.8853 0.00 0.03 0.03
H -1.3931 -2.9575 7.2926 0.01 0.00 -0.02
H -3.7354 -3.1490 8.0421 0.00 0.02 0.00
H -5.5378 -3.5269 6.3958 0.00 -0.01 -0.01
H -4.9824 -3.7657 3.9932 0.01 -0.03 0.00
```
Positions in Å, forces in eV/Å.

Partial atomic charges computed with the natural (NBO) method, in multiples of e:
1 Co 1.1521
2 O -0.9901
3 S 2.5103
4 O -0.9302
5 O -0.9919
6 O -1.1089
7 N -0.8089
8 C 0.6440
9 O -0.5794
10 C -0.0687
11 C -0.1979
12 C 0.0651
13 N -0.4830
14 C 0.0598
15 C -0.2303
16 H 0.4134
17 H 0.3983
18 H 0.2541
19 H 0.2193
20 H 0.2146
21 H 0.2296
22 C -0.6217
23 C -0.4029
24 C -0.2327
25 N -0.5512
26 C 0.3810
27 S -0.2599
28 N -0.6673
29 C 0.6938
30 O -0.5394
31 C -0.2101
32 C -0.1184
33 C -0.2301
34 C -0.1800
35 C -0.2096
36 C -0.1556
37 H 0.2195
38 H 0.2236
39 H 0.2038
40 H 0.2129
41 H 0.2045
42 H 0.2582
43 H 0.1968
44 H 0.4527
45 H 0.4394
46 H 0.2173
47 H 0.2251
48 H 0.2229
49 H 0.2242
50 H 0.2317

# 2
ORCA calculation (wB97M-V/def2-TZVPD) on a structure of composition C17H20MnN7OS.

expectation value of S²	8.774
relative energy (zero: lowest compared OMol25 entry of this formula, charge and spin)	0.0	kJ/mol
lowest unoccupied orbital energy (spin up / spin down)	-3.443 / -3.766	eV
charge	+1
2S+1	6

Structure (XYZ):
```
47
Properties=species:S:1:pos:R:3:forces:R:3
Mn 7.4860 9.6800 10.4572 1.52 0.61 -1.73
C 8.1905 14.2960 8.0022 0.45 -0.28 0.22
C 6.8598 14.5237 8.7332 0.35 -0.32 -1.52
N 6.8235 13.9628 10.0482 0.15 -0.82 2.08
C 6.8203 12.6501 10.4142 0.41 -0.49 -1.34
S 6.6581 11.4044 9.1569 -0.62 2.03 -0.71
N 7.0065 12.2958 11.6836 -0.65 1.55 -0.61
N 7.0708 10.9797 11.8461 0.11 0.20 4.23
C 6.9644 10.5131 13.0976 -0.72 1.11 -1.57
C 6.4508 11.4039 14.1899 0.63 0.30 -0.92
C 7.1974 9.0776 13.2138 -0.36 -1.24 0.58
C 6.9876 8.2962 14.3844 0.36 -0.75 -1.43
C 7.1041 6.8832 14.2913 -0.14 1.49 -0.33
C 7.5404 6.3372 13.0906 0.57 -0.57 -0.76
C 7.8307 7.1773 12.0036 -0.40 -0.21 1.37
N 7.5707 8.4922 12.0509 0.87 -1.96 1.88
H 8.0998 14.6338 6.9764 -0.05 -0.05 -0.25
H 8.4980 13.2388 8.0102 -0.33 0.30 -0.11
H 9.0239 14.8601 8.4358 -0.25 0.06 0.17
H 6.0500 14.0897 8.1223 0.22 0.22 0.32
H 6.7253 15.6079 8.7821 -0.35 -0.24 0.31
H 7.0718 14.5902 10.8047 -0.16 -0.15 -0.01
H 6.7333 12.4064 13.8244 -0.16 -0.26 0.70
H 6.9118 11.1730 15.1425 -0.16 0.06 0.24
H 5.3523 11.3835 14.2212 0.27 -0.19 0.18
H 6.7286 8.7663 15.3085 -0.22 0.20 0.32
H 6.8359 6.2483 15.1289 0.18 0.13 -0.02
H 7.7168 5.2509 12.9555 -0.20 0.85 0.29
H 8.3087 6.7472 11.1184 -0.42 0.36 0.06
N 5.7603 7.4576 9.0736 -0.47 -0.35 -0.25
C 6.3527 8.3677 9.4990 -2.12 -2.98 -1.56
H 5.1745 6.6700 8.7083 1.01 1.46 0.60
N 12.6466 9.9066 5.3079 -0.95 -0.35 0.81
C 11.9442 9.6832 6.2015 1.71 0.40 -1.00
C 11.2037 9.5143 7.4045 -0.83 0.26 0.29
C 10.4438 8.3727 7.6222 -0.65 0.03 0.79
C 9.5310 8.3702 8.6827 0.26 -0.07 -0.38
N 9.3410 9.4361 9.4839 0.84 -0.86 -0.14
C 10.1897 10.4575 9.3542 0.34 0.30 -0.35
C 11.1074 10.5560 8.3331 0.16 -0.46 -0.08
H 10.4922 7.5074 6.9867 0.13 -0.07 -0.23
H 8.9272 7.4586 8.8530 0.23 0.82 -0.07
H 10.1847 11.2908 10.0396 -0.62 -0.11 0.37
H 11.7226 11.4393 8.3080 0.13 0.05 -0.34
O 10.8768 10.3549 12.9984 -0.20 -0.47 0.00
H 10.8492 9.4541 13.3624 0.13 0.49 -0.14
H 11.7495 10.6959 13.2168 0.02 -0.04 0.07
```
Positions in Å, forces in eV/Å.

Partial atomic charges computed with the natural (NBO) method, in multiples of e:
1 Mn 1.2479
2 C -0.6217
3 C -0.2210
4 N -0.5711
5 C 0.3514
6 S -0.3895
7 N -0.4288
8 N -0.3489
9 C 0.2233
10 C -0.6903
11 C 0.1774
12 C -0.2078
13 C -0.1289
14 C -0.2540
15 C 0.0660
16 N -0.5765
17 H 0.2223
18 H 0.2135
19 H 0.2035
20 H 0.2190
21 H 0.2167
22 H 0.4068
23 H 0.2768
24 H 0.2283
25 H 0.2475
26 H 0.2399
27 H 0.2426
28 H 0.2409
29 H 0.2032
30 N -0.5969
31 C 0.2284
32 H 0.4909
33 N -0.2088
34 C 0.2344
35 C -0.0898
36 C -0.1890
37 C 0.0555
38 N -0.5506
39 C 0.0765
40 C -0.1786
41 H 0.2485
42 H 0.2054
43 H 0.2305
44 H 0.2509
45 O -0.9497
46 H 0.4729
47 H 0.4808

# 3
ORCA calculation (wB97M-V/def2-TZVPD) on an isolated molecule of C17H20N2O4.

relative energy (zero: lowest compared OMol25 entry of this formula, charge and spin)	205.9	kJ/mol
lowest unoccupied orbital energy	0.806	eV
SMILES string	O=C1C[C@H](N2CCCCCC2)C(=O)N1c1ccc2c(c1)OCO2

Structure (XYZ):
```
43
Properties=species:S:1:pos:R:3:forces:R:3
O 0.4252 2.6036 1.0081 0.05 0.13 0.10
C 0.0375 1.8330 0.1740 -0.34 0.19 -0.15
N 0.4965 0.5348 0.0129 0.22 -0.16 0.26
C -0.0950 -0.1428 -1.0373 -0.07 -0.02 -0.31
O 0.2403 -1.2352 -1.4113 -0.03 -0.06 -0.07
C -1.1495 0.7676 -1.6633 -0.17 0.20 -0.27
N -2.5229 0.2769 -1.5720 0.33 -0.17 0.08
C -3.4006 1.0673 -2.4306 -0.20 0.22 0.35
C -4.8131 1.1332 -1.8453 -0.11 0.02 -0.26
C -5.7660 0.0602 -2.3741 0.06 -0.02 -0.01
C -5.1240 -1.3196 -2.5440 -0.15 0.02 0.18
C -4.0872 -1.6613 -1.4746 0.08 -0.03 -0.34
H -4.4051 -1.2843 -0.5030 0.00 -0.05 0.15
H -4.0142 -2.7485 -1.4004 0.01 0.01 0.06
C -2.6789 -1.1519 -1.7856 -0.07 -0.26 0.28
H -1.9898 -1.6663 -1.1161 -0.06 0.01 -0.18
H -2.4138 -1.4352 -2.8190 0.02 -0.05 0.04
H -5.9189 -2.0684 -2.5262 0.02 -0.02 -0.10
H -4.6472 -1.3902 -3.5242 -0.01 -0.06 -0.04
H -6.6089 -0.0139 -1.6835 -0.07 0.01 -0.05
H -6.1670 0.3759 -3.3400 -0.09 0.02 0.03
H -5.2472 2.1117 -2.0598 -0.01 0.04 0.06
H -4.7195 1.0486 -0.7623 0.02 0.09 0.01
H -3.0004 2.0815 -2.4810 0.03 -0.04 -0.05
H -3.4231 0.6718 -3.4571 0.10 0.03 -0.05
C -1.0142 2.0784 -0.8808 -0.01 0.11 -0.18
H -1.9513 2.3350 -0.3852 0.05 -0.01 -0.01
H -0.7122 2.9268 -1.4955 0.04 0.01 0.05
H -0.8435 0.8900 -2.7202 0.02 -0.03 0.17
C 1.5133 -0.0384 0.8210 0.22 -0.26 0.27
C 1.3388 -1.3154 1.3305 -0.08 0.24 -0.09
C 2.3170 -1.9129 2.1202 0.35 0.07 0.16
C 3.4499 -1.1809 2.3786 -0.11 0.54 -0.30
C 3.6189 0.1086 1.8671 -0.30 -0.61 0.08
C 2.6689 0.7061 1.0784 0.25 -0.09 0.13
H 2.8021 1.7007 0.6908 0.00 0.12 -0.04
O 4.8282 0.6015 2.2690 -0.27 0.24 -0.25
C 5.4149 -0.4085 3.0623 1.11 0.08 0.57
O 4.5488 -1.5227 3.1170 -0.38 -0.27 -0.08
H 5.5867 -0.0248 4.0809 -0.13 -0.08 -0.24
H 6.3779 -0.7112 2.6213 -0.27 0.05 0.03
H 2.1911 -2.9061 2.5154 -0.02 -0.14 0.05
H 0.4360 -1.8588 1.1053 -0.07 -0.03 -0.04
```
Positions in Å, forces in eV/Å.

Partial atomic charges computed with the natural (NBO) method, in multiples of e:
1 O -0.5581
2 C 0.7107
3 N -0.4847
4 C 0.7111
5 O -0.5584
6 C -0.1392
7 N -0.4397
8 C -0.2284
9 C -0.4140
10 C -0.3950
11 C -0.4052
12 C -0.4118
13 H 0.2051
14 H 0.2146
15 C -0.2142
16 H 0.2153
17 H 0.1640
18 H 0.2114
19 H 0.1941
20 H 0.2034
21 H 0.2006
22 H 0.2103
23 H 0.2125
24 H 0.2011
25 H 0.1756
26 C -0.5100
27 H 0.2557
28 H 0.2418
29 H 0.1998
30 C 0.1268
31 C -0.1930
32 C -0.2754
33 C 0.2947
34 C 0.2323
35 C -0.2496
36 H 0.2458
37 O -0.4743
38 C 0.2361
39 O -0.4874
40 H 0.1583
41 H 0.1589
42 H 0.2304
43 H 0.2281